(1)
{
  "formula": "C20H36BCl8FNO2",
  "method": "the ωB97M-V functional and the def2-TZVPD basis",
  "total_charge": -1,
  "e_tot_ha": -4795.3147,
  "elements": ["C", "C", "N", "B", "F", "C", "C", "C", "C", "C", "C", "C", "O", "C", "C", "C", "O", "H", "H", "H", "H", "H", "H", "H", "H", "H", "H", "H", "H", "H", "H", "H", "H", "H", "H", "H", "H", "Cl", "C", "C", "Cl", "H", "H", "H", "H", "Cl", "C", "C", "Cl", "H", "H", "H", "H", "Cl", "C", "C", "Cl", "H", "H", "H", "H", "Cl", "C", "C", "Cl", "H", "H", "H", "H"],
  "xyz": [[2.362, -5.120, 1.200], [2.052, -3.693, 0.660], [1.224, -2.846, 1.511], [-0.229, -3.284, 1.693], [-0.406, -3.986, 2.974], [-0.865, -4.228, 0.509], [-1.202, -3.460, -0.780], [-2.298, -3.920, -1.524], [-2.672, -3.291, -2.704], [-1.945, -2.172, -3.124], [-0.874, -1.681, -2.385], [-0.484, -2.346, -1.198], [-1.052, -2.023, 1.735], [-2.221, -2.141, 2.483], [-3.143, -0.957, 2.059], [-2.261, 0.320, 2.061], [-4.285, -0.817, 2.910], [1.554, -5.573, 1.787], [3.312, -5.179, 1.760], [2.516, -5.781, 0.323], [1.703, -3.747, -0.383], [3.041, -3.187, 0.582], [1.659, -2.841, 2.431], [-1.846, -4.584, 0.881], [-0.299, -5.152, 0.286], [-2.868, -4.778, -1.160], [-3.519, -3.694, -3.262], [-2.251, -1.694, -4.059], [-0.371, -0.793, -2.767], [0.330, -2.008, -0.576], [-2.062, -2.095, 3.579], [-2.803, -3.064, 2.281], [-3.409, -1.115, 0.996], [-1.616, 0.373, 1.178], [-2.882, 1.234, 2.083], [-1.629, 0.279, 2.965], [-5.021, -1.161, 2.394], [3.766, 1.347, -3.639], [3.377, 1.399, -1.893], [3.171, 0.027, -1.303], [1.687, -0.739, -1.908], [2.495, 2.015, -1.766], [4.215, 1.893, -1.402], [3.065, 0.106, -0.220], [4.010, -0.634, -1.516], [-0.489, 0.963, -3.904], [0.117, 2.490, -4.590], [-0.194, 3.674, -3.708], [-1.939, 4.040, -3.657], [-0.311, 2.608, -5.584], [1.197, 2.383, -4.693], [0.303, 4.562, -4.095], [0.144, 3.509, -2.686], [3.986, 5.040, -1.105], [3.597, 5.087, 0.635], [3.407, 3.706, 1.212], [1.937, 2.918, 0.590], [2.707, 5.698, 0.765], [4.430, 5.583, 1.133], [3.299, 3.769, 2.294], [4.255, 3.060, 0.991], [-2.725, 6.481, 2.878], [-2.743, 4.702, 3.043], [-1.609, 4.047, 2.298], [-1.791, 4.185, 0.532], [-3.709, 4.342, 2.694], [-2.660, 4.482, 4.106], [-1.583, 2.982, 2.530], [-0.648, 4.479, 2.571]]
}

***

(2)
{
  "formula": "C20H36BF4N12O4",
  "method": "the ωB97M-V functional and the def2-TZVPD basis",
  "total_charge": -1,
  "e_tot_ha": -2166.5225,
  "elements": ["B", "F", "F", "F", "F", "C", "O", "N", "N", "H", "H", "H", "H", "C", "O", "N", "N", "H", "H", "H", "H", "C", "O", "N", "N", "H", "H", "H", "H", "C", "O", "N", "N", "H", "H", "H", "H", "N", "C", "C", "C", "C", "H", "H", "H", "H", "H", "N", "C", "C", "C", "C", "H", "H", "H", "H", "H", "N", "C", "C", "C", "C", "H", "H", "H", "H", "H", "N", "C", "C", "C", "C", "H", "H", "H", "H", "H"],
  "xyz": [[0.139, -0.065, 0.130], [-1.012, -0.427, 0.849], [1.274, -0.242, 0.903], [0.152, -0.842, -1.061], [-0.006, 1.286, -0.198], [-0.595, -4.193, 0.473], [-0.527, -5.421, 0.427], [0.274, -3.323, -0.127], [-1.472, -3.581, 1.335], [0.124, -2.308, -0.139], [0.860, -3.681, -0.877], [-1.543, -2.586, 1.287], [-1.736, -4.117, 2.140], [3.451, -3.226, -1.772], [2.427, -3.883, -1.918], [4.529, -3.337, -2.604], [3.618, -2.376, -0.726], [4.254, -3.598, -3.538], [5.276, -2.669, -2.529], [2.880, -2.155, -0.078], [4.559, -2.090, -0.525], [-3.811, -1.198, 3.455], [-4.481, -1.932, 4.187], [-2.513, -0.914, 3.629], [-4.398, -0.634, 2.349], [-2.102, -1.523, 4.315], [-2.065, -0.143, 3.165], [-5.355, -0.863, 2.168], [-3.868, -0.062, 1.713], [-3.370, 2.626, 0.184], [-2.622, 3.485, 0.650], [-4.669, 2.856, -0.174], [-2.976, 1.353, -0.045], [-5.232, 2.058, -0.402], [-5.174, 3.698, 0.026], [-2.005, 1.085, 0.044], [-3.595, 0.735, -0.536], [1.853, 0.717, -2.491], [3.107, 0.452, -2.942], [3.369, 1.112, -4.131], [2.309, 2.081, -4.164], [1.361, 1.752, -3.255], [1.420, 0.392, -1.630], [3.720, -0.218, -2.357], [4.367, 1.134, -4.538], [2.201, 2.856, -4.910], [0.460, 2.291, -3.011], [3.637, 1.586, 0.542], [2.997, 2.675, 1.051], [3.763, 3.173, 2.083], [4.875, 2.304, 2.203], [4.736, 1.275, 1.276], [3.371, 0.989, -0.221], [2.063, 3.023, 0.642], [3.613, 3.977, 2.782], [5.688, 2.399, 2.906], [5.336, 0.400, 1.093], [-4.008, -1.299, -3.138], [-2.731, -1.426, -2.655], [-1.892, -0.785, -3.519], [-2.659, -0.490, -4.685], [-3.969, -0.803, -4.424], [-4.818, -1.712, -2.713], [-2.499, -1.829, -1.681], [-0.836, -0.626, -3.377], [-2.416, -0.108, -5.665], [-4.809, -0.600, -5.066], [-0.169, 1.871, 2.821], [-1.217, 2.184, 3.613], [-0.893, 1.914, 4.947], [0.408, 1.382, 4.948], [0.789, 1.329, 3.638], [-0.137, 1.951, 1.818], [-2.092, 2.708, 3.259], [-1.523, 2.184, 5.780], [0.886, 1.070, 5.862], [1.649, 0.920, 3.127]]
}

***

(3)
{
  "formula": "C20H36Cl2F2NO19PdS2",
  "method": "the ωB97M-V functional and the def2-TZVPD basis",
  "spin_multiplicity": 3,
  "total_charge": 1,
  "e_tot_ha": -4312.0747,
  "elements": ["Pd", "N", "S", "O", "O", "F", "S", "O", "O", "F", "Cl", "C", "C", "Cl", "H", "H", "H", "H", "C", "C", "O", "C", "O", "O", "H", "H", "H", "H", "C", "C", "O", "C", "O", "O", "H", "H", "H", "H", "C", "C", "O", "C", "O", "O", "C", "H", "H", "H", "H", "H", "H", "H", "H", "C", "C", "O", "C", "O", "O", "C", "H", "H", "H", "H", "H", "H", "H", "H", "C", "C", "O", "C", "O", "O", "C", "H", "H", "H", "H", "H", "H", "H", "H"],
  "xyz": [[-1.576, 0.404, -1.483], [0.027, 0.936, -0.247], [0.286, 0.701, 1.324], [0.026, 1.831, 2.136], [1.330, -0.210, 1.615], [-0.997, -0.207, 1.635], [1.465, 1.745, -0.582], [2.536, 0.847, -0.798], [1.686, 2.951, 0.100], [1.024, 2.180, -2.034], [3.943, -2.932, -1.186], [5.531, -2.166, -1.414], [5.412, -0.720, -1.831], [4.592, -0.618, -3.419], [6.055, -2.662, -2.231], [6.146, -2.308, -0.529], [6.360, -0.192, -1.897], [4.819, -0.112, -1.150], [3.532, -0.177, 2.908], [4.138, -0.566, 1.550], [5.374, 0.147, 1.544], [5.621, 0.685, 2.776], [6.548, 1.371, 3.004], [4.678, 0.269, 3.652], [3.079, -1.026, 3.411], [2.832, 0.659, 2.875], [3.501, -0.313, 0.708], [4.329, -1.642, 1.558], [-1.076, 5.417, 1.954], [0.171, 4.986, 2.740], [-0.416, 4.647, 4.011], [-1.608, 5.269, 4.144], [-2.211, 5.349, 5.155], [-1.958, 5.858, 2.966], [-1.517, 4.589, 1.396], [-0.781, 6.181, 1.236], [0.816, 5.855, 2.873], [0.662, 4.118, 2.323], [-5.146, -4.242, -0.511], [-4.157, -3.108, -0.370], [-2.813, -3.605, -0.528], [-1.824, -2.750, -0.537], [-1.974, -1.543, -0.621], [-0.700, -3.403, -0.430], [0.527, -2.695, -0.208], [-5.078, -4.711, -1.493], [-6.146, -3.825, -0.431], [-4.909, -5.001, 0.231], [-4.294, -2.653, 0.614], [-4.318, -2.315, -1.104], [0.886, -2.913, 0.795], [0.523, -1.624, -0.369], [1.232, -3.156, -0.899], [1.459, -4.973, -3.431], [1.406, -3.646, -4.143], [0.351, -2.863, -3.557], [0.419, -1.582, -3.418], [-0.408, -0.996, -2.734], [1.380, -1.056, -4.132], [1.584, 0.355, -4.234], [0.496, -5.481, -3.498], [1.743, -4.927, -2.378], [2.180, -5.649, -3.894], [1.188, -3.868, -5.191], [2.359, -3.121, -4.154], [0.695, 0.956, -4.073], [2.107, 0.594, -5.154], [2.293, 0.625, -3.452], [-5.613, 3.671, 1.057], [-4.188, 3.823, 1.561], [-3.266, 2.962, 0.849], [-3.427, 1.671, 0.913], [-3.145, 0.948, -0.046], [-3.886, 1.235, 2.045], [-3.984, -0.156, 2.315], [-6.087, 4.647, 1.126], [-6.115, 2.812, 1.494], [-5.623, 3.482, -0.024], [-4.159, 3.703, 2.643], [-3.880, 4.851, 1.399], [-3.779, -0.333, 3.365], [-3.304, -0.744, 1.705], [-4.986, -0.540, 2.111]]
}

***

(4)
{
  "formula": "C20H36F4N8O28",
  "method": "the ωB97M-V functional and the def2-TZVPD basis",
  "e_above_lowest_kj_mol": 0.0,
  "smiles": "O=C1OC[C@@H](F)O1.O=C1OC[C@@H](F)O1.O=C1OC[C@@H](F)O1.O=C1OC[C@@H](F)O1.C[N+](=O)[O-].C[N+](=O)[O-].C[N+](=O)[O-].C[N+](=O)[O-].C[N+](=O)[O-].C[N+](=O)[O-].C[N+](=O)[O-].C[N+](=O)[O-]",
  "total_charge": 0,
  "e_tot_ha": -3727.2455,
  "elements": ["O", "C", "O", "C", "C", "F", "O", "H", "H", "H", "O", "C", "O", "C", "C", "F", "O", "H", "H", "H", "O", "C", "O", "C", "C", "F", "O", "H", "H", "H", "O", "C", "O", "C", "C", "F", "O", "H", "H", "H", "C", "N", "O", "O", "H", "H", "H", "C", "N", "O", "O", "H", "H", "H", "C", "N", "O", "O", "H", "H", "H", "C", "N", "O", "O", "H", "H", "H", "C", "N", "O", "O", "H", "H", "H", "C", "N", "O", "O", "H", "H", "H", "C", "N", "O", "O", "H", "H", "H", "C", "N", "O", "O", "H", "H", "H"],
  "xyz": [[-1.729, 6.072, -3.535], [-1.238, 5.575, -2.585], [-0.893, 6.241, -1.448], [-0.048, 5.388, -0.702], [-0.515, 4.010, -1.124], [-1.623, 3.592, -0.427], [-0.916, 4.260, -2.460], [1.009, 5.456, -0.972], [-0.104, 5.564, 0.367], [0.212, 3.208, -1.142], [-6.464, -0.096, -3.308], [-5.753, 0.244, -2.433], [-6.027, 0.115, -1.105], [-4.768, 0.211, -0.420], [-4.026, 1.166, -1.329], [-2.687, 0.912, -1.309], [-4.517, 0.808, -2.598], [-4.952, 0.583, 0.582], [-4.252, -0.750, -0.403], [-4.171, 2.227, -1.134], [2.114, 1.172, 2.283], [1.274, 0.715, 1.581], [-0.018, 0.580, 1.846], [-0.623, -0.292, 0.857], [0.363, -0.189, -0.308], [-0.002, 0.750, -1.227], [1.543, 0.265, 0.305], [-0.712, -1.297, 1.259], [-1.579, 0.168, 0.639], [0.512, -1.153, -0.789], [4.909, 4.578, 7.179], [4.441, 3.788, 6.431], [4.483, 3.851, 5.094], [3.728, 2.786, 4.522], [3.346, 1.924, 5.734], [4.004, 0.723, 5.729], [3.759, 2.669, 6.839], [2.844, 3.167, 4.024], [4.369, 2.180, 3.887], [2.286, 1.697, 5.831], [2.212, -3.471, -2.669], [1.084, -3.912, -1.801], [0.071, -4.306, -2.337], [1.231, -3.803, -0.599], [2.160, -4.016, -3.603], [3.130, -3.723, -2.146], [2.116, -2.396, -2.775], [-1.429, -0.260, -4.199], [-2.277, -1.351, -4.758], [-3.479, -1.205, -4.678], [-1.722, -2.310, -5.254], [-0.445, -0.690, -4.063], [-1.859, -0.020, -3.233], [-1.469, 0.566, -4.895], [-3.113, -3.996, -1.765], [-2.474, -2.974, -0.888], [-1.794, -2.133, -1.444], [-2.633, -3.037, 0.311], [-2.316, -4.595, -2.191], [-3.660, -3.468, -2.541], [-3.779, -4.569, -1.129], [2.912, -2.321, 1.439], [3.567, -1.886, 2.701], [4.694, -2.276, 2.924], [2.913, -1.163, 3.421], [2.009, -2.846, 1.732], [3.583, -2.946, 0.865], [2.700, -1.410, 0.882], [-4.478, -2.221, 3.704], [-4.106, -0.833, 3.302], [-3.492, -0.703, 2.255], [-4.409, 0.066, 4.046], [-5.531, -2.354, 3.472], [-4.252, -2.304, 4.760], [-3.884, -2.911, 3.116], [-0.624, -5.916, 0.823], [0.019, -5.000, 1.801], [-0.604, -4.008, 2.124], [1.096, -5.316, 2.255], [0.037, -6.762, 0.665], [-0.824, -5.411, -0.113], [-1.517, -6.272, 1.332], [3.965, 3.038, 0.312], [3.193, 4.075, 1.039], [3.817, 4.901, 1.666], [1.978, 4.025, 0.967], [3.331, 2.158, 0.232], [4.857, 2.758, 0.856], [4.126, 3.403, -0.699], [3.094, 1.803, -4.561], [1.857, 1.990, -3.751], [1.978, 2.491, -2.649], [0.806, 1.662, -4.249], [3.907, 1.549, -3.894], [3.254, 2.739, -5.088], [2.888, 1.003, -5.265]]
}

***

(5)
{
  "formula": "C20H36NO2P3SW",
  "method": "the ωB97M-V functional and the def2-TZVPD basis",
  "spin_multiplicity": 3,
  "total_charge": 4,
  "e_tot_ha": -2476.5661,
  "elements": ["P", "C", "H", "H", "H", "C", "H", "H", "H", "C", "H", "H", "H", "P", "C", "H", "H", "H", "C", "H", "H", "H", "C", "H", "H", "H", "P", "C", "H", "H", "H", "C", "H", "H", "H", "C", "H", "H", "H", "W", "C", "O", "C", "O", "C", "C", "C", "C", "C", "C", "H", "H", "H", "H", "H", "H", "S", "C", "C", "N", "C", "H", "H", "H"],
  "xyz": [[-1.151, -1.725, 1.673], [-0.363, -2.740, 3.018], [-1.124, -3.222, 3.622], [0.227, -2.096, 3.674], [0.295, -3.504, 2.599], [-2.562, -1.123, 2.683], [-3.404, -0.856, 2.043], [-2.238, -0.235, 3.215], [-2.894, -1.879, 3.400], [-1.893, -3.123, 0.716], [-2.555, -3.734, 1.342], [-1.105, -3.760, 0.298], [-2.473, -2.721, -0.123], [0.750, -0.660, -2.629], [2.408, -1.402, -2.870], [2.570, -1.489, -3.953], [2.458, -2.399, -2.417], [3.202, -0.780, -2.444], [-0.360, -1.892, -3.384], [-1.350, -1.442, -3.513], [-0.429, -2.768, -2.744], [0.078, -2.135, -4.359], [0.799, 0.822, -3.678], [0.888, 0.464, -4.707], [1.655, 1.444, -3.389], [-0.130, 1.389, -3.555], [0.365, 2.452, 0.953], [1.858, 3.290, 1.651], [1.639, 4.330, 1.911], [2.665, 3.305, 0.913], [2.224, 2.768, 2.543], [0.018, 3.758, -0.304], [0.255, 4.752, 0.092], [-1.036, 3.729, -0.578], [0.615, 3.562, -1.192], [-0.828, 2.733, 2.309], [-0.863, 3.787, 2.606], [-0.537, 2.121, 3.167], [-1.822, 2.414, 1.987], [0.094, -0.022, -0.176], [0.723, -1.898, -0.261], [1.170, -3.011, -0.286], [1.704, 0.970, -0.741], [2.746, 1.515, -1.041], [-2.164, 1.843, -1.695], [-2.659, 1.953, -0.392], [-3.228, 0.841, 0.235], [-3.284, -0.388, -0.430], [-2.779, -0.500, -1.732], [-2.212, 0.613, -2.365], [-1.852, 2.739, -2.241], [-2.776, 2.928, 0.082], [-3.741, 0.973, 1.191], [-3.883, -1.200, -0.022], [-2.948, -1.427, -2.287], [-1.992, 0.586, -3.434], [3.796, 0.294, 3.126], [3.174, -1.313, 3.213], [2.353, -1.571, 2.118], [2.045, -0.457, 1.316], [2.951, 0.484, 1.621], [3.374, -1.991, 4.023], [2.056, -2.597, 1.912], [3.388, 1.256, 0.995]]
}

***

(6)
{
  "formula": "C20H36O18",
  "method": "the ωB97M-V functional and the def2-TZVPD basis",
  "e_above_lowest_kj_mol": 2556.5,
  "total_charge": 0,
  "e_tot_ha": -2137.0213,
  "elements": ["C", "C", "O", "C", "O", "O", "H", "H", "H", "H", "C", "C", "C", "O", "C", "O", "O", "H", "H", "H", "H", "H", "H", "C", "O", "C", "O", "O", "C", "H", "H", "H", "H", "H", "H", "C", "O", "C", "O", "O", "C", "H", "H", "H", "H", "H", "H", "C", "O", "C", "O", "O", "C", "H", "H", "H", "H", "H", "H", "C", "C", "O", "C", "O", "O", "C", "H", "H", "H", "H", "H", "H", "H", "H"],
  "xyz": [[0.380, -1.477, 3.874], [0.341, -0.835, 2.509], [1.695, -0.764, 2.144], [2.431, -0.819, 3.212], [3.632, -0.466, 3.312], [1.663, -1.180, 4.275], [0.220, -2.553, 3.946], [-0.398, -1.055, 4.510], [-0.210, 0.078, 2.283], [0.044, -1.630, 1.825], [-0.389, 0.995, -0.013], [-1.043, -0.239, -0.567], [-0.123, -1.157, -1.373], [-0.525, -2.465, -0.977], [-1.159, -2.355, 0.235], [-1.402, -3.208, 1.064], [-1.404, -1.088, 0.460], [-0.971, 1.711, 0.567], [0.261, 1.468, -0.749], [0.298, 0.735, 0.792], [-1.982, -0.102, -1.104], [0.952, -0.985, -1.309], [-0.326, -1.126, -2.443], [-3.633, -3.380, 1.053], [-3.679, -3.156, -0.361], [-4.007, -1.994, -0.951], [-4.354, -1.872, -2.111], [-3.925, -0.957, -0.150], [-4.090, 0.326, -0.612], [-3.747, -2.531, 1.726], [-2.624, -3.674, 1.342], [-4.449, -4.098, 1.129], [-3.868, 0.989, 0.225], [-5.140, 0.403, -0.892], [-3.409, 0.650, -1.399], [-0.423, 3.773, -2.828], [-0.378, 2.506, -3.323], [0.717, 1.715, -3.210], [1.772, 1.827, -2.564], [0.418, 0.757, -4.077], [1.212, -0.443, -4.078], [0.519, 4.321, -2.794], [-0.567, 3.799, -1.747], [-1.238, 4.367, -3.240], [2.147, -0.422, -4.638], [0.611, -1.306, -4.366], [1.453, -0.719, -3.051], [1.911, -3.314, -2.388], [3.141, -3.031, -1.812], [3.350, -1.875, -1.185], [4.423, -1.243, -1.077], [2.236, -1.508, -0.488], [2.237, -0.341, 0.391], [1.883, -4.303, -2.845], [1.595, -2.517, -3.062], [1.097, -3.359, -1.665], [3.024, -0.454, 1.137], [1.371, -0.305, 1.052], [2.337, 0.594, -0.159], [-1.469, 3.406, 2.038], [-0.176, 3.842, 1.312], [0.885, 2.883, 1.432], [1.619, 2.709, 2.575], [1.474, 3.372, 3.584], [2.572, 1.645, 2.463], [2.689, 0.832, 1.364], [-1.742, 2.393, 1.744], [-2.268, 4.099, 1.774], [-1.307, 3.464, 3.114], [0.005, 4.841, 1.710], [-0.424, 3.905, 0.253], [1.733, 0.429, 1.031], [3.379, 0.012, 1.560], [3.120, 1.466, 0.589]]
}